Record 1
76
Properties=species:S:1:pos:R:3:forces:R:3:lowdin_charge:R:1 method="wB97M-V/def2-TZVPD" total_energy_ev=-89506.570 spin_multiplicity=1
Ca 0.334 -0.270 3.393 -1.4103 -0.7015 -1.1860 1.25
Cl 2.683 0.164 -2.104 1.1032 0.3198 -1.1601 0.34
Si 0.646 -0.174 -0.409 0.1090 -0.9995 2.6050 0.52
Si 2.322 0.127 -4.155 0.3295 -0.1048 0.7882 0.36
N 0.082 1.837 4.478 0.6876 0.4422 1.3309 -0.02
N 0.683 2.994 6.266 -0.1633 -0.0421 -0.3959 0.10
N 1.500 -0.604 5.435 0.3919 1.1979 1.0805 -0.03
N 2.199 0.420 7.263 0.2041 -0.1422 0.1206 0.10
C 0.502 -3.954 -5.425 0.3788 0.2433 -0.0588 -0.08
C 0.760 -1.565 -5.689 0.0972 -0.3117 0.1280 -0.11
C 0.852 3.341 -6.168 -0.1568 0.0488 0.0770 -0.09
C -0.265 1.439 -0.556 0.1042 0.3729 0.2315 -0.37
C 2.226 -1.523 6.185 -0.4178 1.7749 -0.0990 -0.09
C 1.094 1.447 -4.651 0.4223 0.3759 -0.4723 -0.32
C 1.966 -2.723 -3.921 -0.2811 -0.1584 -0.4959 -0.10
C -1.477 1.594 0.172 -0.1661 0.3423 -0.7391 -0.15
C 0.192 -2.968 0.038 -0.4038 -0.3598 -0.5782 -0.16
C 1.644 2.352 -5.579 -0.4501 0.0709 -0.0675 -0.12
C 1.477 0.560 6.117 0.2121 -0.9878 -0.6616 -0.25
C -1.169 -1.898 4.964 -0.6311 0.6241 -0.6170 -0.24
C 2.692 -0.887 7.307 -0.4082 0.0719 -0.3760 -0.06
C -1.515 -1.804 -1.270 0.0207 -0.6788 0.0171 -0.14
C -0.481 3.104 4.375 0.9260 -0.7029 0.7648 -0.09
C -2.282 2.715 -0.043 0.2909 0.1179 -0.2677 -0.11
C -1.049 2.586 -4.867 0.2185 -0.2205 0.0174 -0.09
C -0.476 -4.178 -0.154 0.1350 0.5626 -0.0147 -0.12
C 0.762 1.782 5.640 -0.4802 0.3527 -1.0075 -0.25
C -1.648 -4.197 -0.919 -0.4304 -0.2521 -0.0038 -0.13
C 0.174 2.478 -1.424 -0.8786 -0.2386 0.4166 -0.15
C -0.491 3.482 -5.786 0.2919 -0.3023 -0.0924 -0.09
C 0.203 -2.771 -6.112 0.1144 -0.1545 0.0643 -0.09
C -1.684 -0.595 5.241 -0.0426 -0.7156 -0.6520 -0.24
C 1.633 -1.530 -4.588 -0.1278 -0.3202 -0.1322 -0.32
C 1.407 -3.933 -4.352 -0.0117 0.2293 -0.1499 -0.08
C -2.184 -3.018 -1.455 0.2450 0.2953 0.3228 -0.11
C -0.658 3.570 -1.687 -0.2262 0.0061 0.6766 -0.11
C -1.881 3.685 -0.994 0.1406 0.0435 0.1261 -0.11
C -1.492 -2.214 3.611 -0.0028 0.1752 0.3605 -0.23
C -0.295 -1.775 -0.562 0.1347 0.6664 0.8759 -0.39
C -2.332 -0.121 4.068 0.1785 -0.5089 -0.0094 -0.23
C -0.092 3.846 5.461 0.2325 -0.8668 0.1573 -0.05
C -2.214 -1.119 3.063 0.0678 0.0763 0.3375 -0.23
C -0.269 1.561 -4.308 0.1550 0.1554 -0.3859 -0.09
H -2.511 4.565 -1.159 0.1820 -0.3314 0.0033 0.09
H -1.929 -0.867 -1.648 0.0481 -0.2924 -0.0344 0.09
H 1.716 -4.869 -3.884 -0.2496 0.2843 -0.0152 0.10
H -1.793 0.805 0.869 0.2134 0.4395 -0.3218 0.07
H -3.209 2.835 0.545 0.5022 0.0197 -0.4970 0.10
H -0.724 0.850 -3.614 0.1670 0.2241 -0.1838 0.11
H -2.868 0.819 3.977 0.1268 -0.1447 -0.0246 0.09
H 1.129 2.385 -1.933 -0.2203 0.0094 0.0587 0.06
H -1.122 3.359 3.539 0.2716 0.0287 0.1746 0.12
H 0.529 -0.639 -6.225 0.0097 -0.3476 0.1648 0.10
H 1.121 3.219 7.153 -0.3028 0.1390 -0.4084 0.16
H 1.093 -2.933 0.651 -0.1632 0.0131 -0.1220 0.08
H -0.344 4.330 -2.422 -0.2672 -0.3924 0.5003 0.11
H -3.151 -3.025 -1.968 0.4024 -0.1163 0.0927 0.10
H 1.991 -0.286 0.336 -0.9386 0.0232 -0.5013 -0.12
H -0.281 4.872 5.723 -0.0070 -0.0516 0.1270 0.11
H -0.679 -2.542 5.675 0.0938 -0.0665 0.0098 0.08
H -1.109 4.269 -6.232 0.2506 -0.3328 0.1750 0.10
H 3.326 -1.265 8.089 -0.1021 0.2213 0.1549 0.11
H 3.758 0.326 -4.552 -0.6656 0.1874 -0.5959 -0.01
H 2.319 -2.538 5.836 0.1918 0.0500 0.1630 0.11
H 2.375 1.151 7.954 -0.0643 -0.6183 -0.3956 0.16
H -2.668 -1.095 2.075 0.2304 0.0267 0.1757 0.09
H -2.107 2.678 -4.600 0.4489 -0.0552 -0.0147 0.11
H 2.677 -2.717 -3.088 -0.3141 0.0355 -0.2459 0.10
H -1.285 -3.152 3.102 -0.0197 0.2242 0.0808 0.09
H -2.191 -5.134 -1.043 0.1171 0.1858 -0.0146 0.08
H -0.422 -2.789 -7.008 0.0517 -0.0493 0.3820 0.10
H 2.698 2.243 -5.863 -0.4179 0.1681 0.0302 0.09
H 0.078 -4.902 -5.768 0.1349 0.3132 0.1668 0.10
H 1.277 3.979 -6.945 -0.1377 -0.0509 0.3210 0.10
H -0.113 -5.094 0.331 -0.1426 0.3736 -0.2895 0.10
H -1.654 -0.099 6.200 0.0681 0.0863 0.0085 0.09

***

Record 2
78
Properties=species:S:1:pos:R:3:forces:R:3:lowdin_spin:R:1 method="wB97M-V/def2-TZVPD" spin_multiplicity=3 relative_energy_kj_mol=382.4
Ni -0.604 -0.555 3.554 0.5577 0.5537 -0.8443 0.85
Cl 3.115 0.685 -1.696 0.4086 -0.3903 -0.3936 0.00
S 0.158 3.755 4.512 -0.1084 -0.3642 0.4243 0.01
S 3.506 -1.752 4.808 -0.3056 0.4187 0.2234 0.01
Si 1.740 1.096 -0.169 -1.4461 -0.7183 3.0859 -0.01
Si -0.130 -1.051 -2.321 1.5463 0.5777 -4.4663 0.09
N -0.225 1.231 4.037 0.7530 3.1845 0.4383 0.03
N 1.182 -0.910 4.026 3.2489 -0.8351 0.3329 0.03
N -1.866 2.703 3.139 -0.7514 0.3332 -0.0920 0.00
N 1.953 -2.901 2.965 -0.1582 -0.7570 -0.1846 0.00
C 0.204 -2.974 -0.312 -0.8750 -0.8713 0.2788 0.02
C 1.082 -4.279 -5.483 -0.3359 0.4695 0.0299 0.00
C 0.960 1.329 4.801 -1.2533 2.6006 -0.0814 0.00
C -2.269 -1.173 4.539 -0.8460 -0.3250 0.6149 0.00
C 0.410 2.426 -0.296 0.6308 0.4118 0.6325 0.00
C 1.673 -3.229 -3.374 -0.5020 -0.2238 0.0156 0.00
C 1.030 -1.843 -0.228 0.6362 -0.5191 -0.2375 0.27
C 0.612 -2.316 -3.517 0.3341 -0.1578 -0.0620 0.02
C -1.673 2.344 -4.179 0.0088 -0.0456 0.0539 0.00
C -0.524 3.076 -4.498 -0.0369 -0.1965 0.0370 0.01
C 0.739 2.514 -4.304 -0.2187 -0.1691 -0.0852 0.00
C -1.349 -2.267 2.745 -0.6553 -0.5552 -0.3482 0.03
C 0.840 1.211 -3.809 0.2022 0.2255 -0.2042 0.01
C -1.462 -2.277 4.160 -1.1131 -0.7204 0.2188 0.02
C 0.006 4.545 -1.355 -0.2938 0.4010 0.1881 0.00
C -0.291 0.547 -3.332 -0.4600 -0.7999 0.0280 0.01
C -0.130 -2.331 -4.712 -0.0792 -0.3467 0.0038 0.00
C -0.750 2.439 3.827 1.3786 -1.5320 0.5121 0.00
C -1.555 1.098 -3.551 0.0105 0.6727 -0.2696 0.01
C 1.722 0.112 4.838 1.6130 -2.4064 -0.0495 0.00
C -2.069 -1.129 2.252 -0.6820 -0.3187 -0.6382 0.00
C -1.343 4.478 -0.990 -0.0450 -0.0196 -0.0723 0.00
C -0.905 -0.475 -0.705 0.9262 0.4804 2.0849 0.13
C 0.081 -3.320 -5.684 0.1338 0.1188 0.3709 0.00
C 0.548 -0.528 -0.551 -1.3998 0.6958 0.3943 0.02
C 2.053 -1.911 3.867 -0.8306 2.1920 0.3534 0.00
C 0.901 3.579 -0.902 -0.6582 0.3695 -0.6640 0.00
C -1.795 3.460 -0.136 0.4890 0.3053 0.0242 0.00
C 1.241 2.622 5.217 0.5753 -1.8823 -0.0959 0.00
C 2.950 -0.217 5.374 -1.2047 1.1985 -0.0234 0.00
C -1.085 -2.899 -0.828 1.1390 -1.8455 1.1742 0.25
C 1.877 -4.227 -4.334 -0.0903 0.1981 -0.1589 0.00
C -0.891 2.468 0.249 -0.1201 -0.3694 -0.6841 0.00
C -1.591 -1.626 -1.241 -0.8428 0.2958 -0.9120 0.12
C -2.636 -0.453 3.370 -1.0042 -0.5691 -0.0524 0.04
H -1.712 -3.782 -0.900 0.1591 0.1339 -0.0372 0.01
H 2.317 -3.199 -2.497 -0.2156 0.0031 -0.0600 0.00
H -2.595 -1.536 -1.662 0.1939 0.0571 0.5717 0.01
H 1.444 0.483 1.171 -0.2798 -0.6380 0.5453 -0.01
H -2.475 1.963 2.809 0.4785 0.3125 0.1071 0.00
H 3.491 0.428 6.058 0.1788 -0.4059 -0.1847 0.00
H -0.615 4.077 -4.924 -0.0016 -0.2598 0.1362 0.00
H 0.367 5.340 -2.016 -0.1921 -0.0828 0.4249 0.00
H 1.813 0.720 -3.786 -0.4179 0.2945 0.1211 0.00
H -2.836 3.438 0.217 0.5073 0.0923 -0.1167 0.00
H -1.462 0.440 -0.681 0.3133 0.6078 -0.4797 0.00
H -3.332 0.385 3.353 0.2230 -0.2833 -0.0250 0.01
H -1.217 1.702 0.957 0.2306 0.0098 -0.4278 0.00
H -0.906 -1.575 -4.874 0.2296 -0.3194 0.0253 0.00
H 1.974 3.733 -1.041 -0.2711 -0.3526 -0.3600 0.00
H 2.056 2.888 5.882 -0.1467 0.2293 -0.3988 0.00
H -2.661 2.752 -4.408 0.3322 -0.0962 0.1576 0.00
H -1.082 -3.025 4.842 0.0995 0.0524 -0.1163 0.00
H -2.457 0.551 -3.264 0.1938 0.2167 0.0090 0.00
H 1.244 -5.041 -6.241 0.0012 0.0412 0.2224 0.00
H 1.208 -2.902 2.269 0.3318 0.1376 0.4787 0.00
H 0.587 -3.946 0.052 -0.2874 0.5721 -0.3545 0.00
H -2.026 3.670 2.899 -0.2906 -0.3829 -0.1362 0.00
H -0.570 -3.338 -6.565 0.4198 -0.0331 0.2725 0.00
H 1.645 3.085 -4.529 -0.3416 -0.2736 -0.0811 0.00
H -2.265 -0.892 1.215 0.0096 -0.0873 0.1986 0.00
H 2.735 -3.540 2.907 -0.4898 0.0865 -0.2576 0.00
H 2.061 -1.955 0.137 -0.4030 0.1875 -0.4545 0.01
H 2.743 1.755 0.687 0.9956 1.0947 -0.6596 0.00
H -2.589 -0.944 5.544 0.0543 0.0304 -0.0107 0.00
H -0.926 -3.062 2.147 0.0460 0.1521 -0.0299 0.00
H 2.646 -4.990 -4.190 -0.1159 0.3648 -0.0029 0.00
H -2.039 5.243 -1.339 0.1796 -0.2265 0.0224 0.00

***

Record 3
76
Properties=species:S:1:pos:R:3:forces:R:3:lowdin_charge:R:1 method="wB97M-V/def2-TZVPD" spin_multiplicity=1 relative_energy_kj_mol=45.5 charge=+1
Tl -0.393 -0.244 3.789 4.3557 2.1441 -5.4151 0.85
Cl 1.680 0.368 0.445 -0.9555 -0.2757 0.9690 0.23
Si 2.934 0.159 -4.893 0.1427 -0.0206 0.0092 0.73
Si -0.294 -0.037 1.317 1.2380 0.4119 -3.1272 0.36
N 1.232 2.628 6.491 0.6755 -0.2869 0.4970 0.15
N 1.357 -0.738 5.044 2.1409 0.9417 1.7700 0.01
N 2.797 -0.105 6.634 0.0494 0.7425 0.4445 0.15
N 0.028 1.571 4.941 1.5395 1.6535 1.6947 0.00
C 2.015 -1.413 -5.326 -0.0888 0.0489 -0.1141 -0.33
C 2.519 -2.665 -4.969 -0.0722 -0.0003 -0.0129 -0.12
C -0.978 1.958 -0.674 0.2556 -0.1250 -0.0092 -0.11
C 0.307 3.484 6.002 -1.6282 1.6002 -0.8440 -0.05
C -1.214 -1.916 5.103 -0.8421 -1.2015 1.0142 -0.18
C -2.561 -0.901 3.561 -2.2685 -1.3515 0.2851 -0.23
C 0.040 3.133 -5.053 0.0062 -0.0213 0.0060 -0.09
C 1.939 1.665 -5.389 0.0620 -0.0121 0.1186 -0.34
C -3.407 2.618 0.484 -0.0467 -0.0026 0.0178 -0.08
C 0.771 2.008 -4.702 0.0255 0.0548 -0.0854 -0.12
C -0.807 -1.623 0.417 -0.2692 -0.0663 0.7929 -0.33
C -3.008 3.249 -0.685 0.0430 -0.0536 0.0000 -0.07
C -1.819 -4.011 -0.669 -0.0171 0.1126 0.0578 -0.07
C 0.809 -1.364 -6.031 0.0833 0.0048 0.0773 -0.10
C 2.347 2.484 -6.444 -0.0264 -0.0554 0.0426 -0.11
C 0.464 3.938 -6.102 0.0291 -0.0014 -0.0113 -0.08
C -2.386 -2.792 -1.012 0.1018 -0.0726 -0.1087 -0.07
C -1.356 1.315 0.507 0.0298 0.0781 0.6746 -0.34
C -1.881 -1.614 -0.477 -0.0041 0.1982 -0.0009 -0.08
C 1.743 0.233 5.876 -0.9218 0.7223 -0.5461 -0.24
C -1.789 2.916 -1.263 -0.1258 -0.0433 0.0316 -0.06
C -0.439 2.827 5.033 0.4823 1.4673 1.1416 -0.06
C 0.653 -3.762 -6.012 -0.0512 0.0749 -0.0249 -0.09
C -0.255 -2.862 0.750 0.0133 0.0210 -0.0622 -0.13
C 0.134 -2.526 -6.372 -0.0269 -0.1278 0.0170 -0.09
C -1.779 -2.053 3.815 -1.7891 -1.3063 0.0503 -0.19
C -2.476 -0.056 4.691 -1.5831 0.0121 0.6132 -0.18
C 1.619 3.611 -6.798 -0.0636 0.0138 -0.0091 -0.08
C 1.847 -3.831 -5.308 0.0528 0.0451 0.0567 -0.09
C -0.747 -4.042 0.214 0.1120 -0.0485 -0.0372 -0.08
C -2.584 1.664 1.069 0.0344 0.0983 0.1061 -0.12
C 3.097 -1.365 6.254 0.6202 -2.3269 -0.6917 -0.05
C 1.026 1.486 5.815 0.2778 -1.1303 -0.3193 -0.25
C -1.642 -0.683 5.648 -1.2703 -0.6619 1.3487 -0.18
C 2.208 -1.756 5.259 1.4384 -0.1607 1.3147 -0.07
H 4.248 0.237 -5.589 -0.1280 -0.0542 0.0313 -0.02
H 1.953 2.821 7.221 -1.1169 -0.2034 -1.0898 0.20
H -4.356 2.871 0.940 0.0192 -0.0157 -0.0026 0.11
H 3.243 2.238 -7.002 0.0331 0.0045 0.0225 0.09
H 0.186 4.511 6.319 0.2457 -0.2356 0.1363 0.13
H -0.291 -4.988 0.478 -0.0032 0.0185 0.0017 0.11
H -1.255 3.230 4.447 0.1455 -0.1728 0.0396 0.13
H 0.386 -0.406 -6.308 0.0196 0.0195 -0.0451 0.09
H -0.107 4.815 -6.377 0.0033 0.0064 0.0002 0.10
H -3.643 3.996 -1.145 0.0103 -0.0128 0.0170 0.11
H 1.950 4.233 -7.620 -0.0002 0.0043 0.0001 0.10
H -1.384 -0.294 6.619 0.0033 0.0084 0.0188 0.12
H 0.126 -4.670 -6.276 0.0018 -0.0102 -0.0129 0.10
H 3.283 0.478 7.351 -0.6754 -0.9685 -1.0644 0.20
H -2.208 -4.931 -1.087 0.0105 0.0190 0.0172 0.11
H 2.252 -4.792 -5.020 0.0140 -0.0179 -0.0065 0.10
H 0.585 -2.904 1.432 0.1042 -0.0452 0.1109 0.10
H 3.904 -1.955 6.666 -0.0761 0.3126 0.0852 0.13
H -1.623 -2.867 3.128 -0.0165 -0.0642 -0.0127 0.11
H -0.862 3.382 -4.510 -0.0391 0.0073 -0.0214 0.09
H -0.030 1.708 -1.134 0.0066 0.0453 -0.0149 0.07
H -2.322 -0.671 -0.774 -0.0752 -0.0257 0.0436 0.10
H 3.204 0.138 -3.430 -0.0467 0.0868 -0.0773 -0.03
H 0.421 1.383 -3.889 -0.0104 -0.0376 0.0818 0.10
H 3.446 -2.734 -4.412 0.0511 -0.0185 0.0097 0.10
H -1.473 3.405 -2.176 0.0333 -0.0221 0.0330 0.09
H -0.564 -2.627 5.585 -0.0127 -0.0380 0.0240 0.12
H -3.215 -2.757 -1.707 0.0229 0.0201 0.0215 0.11
H -3.126 -0.714 2.665 -0.0118 -0.0490 -0.0740 0.11
H -2.896 1.188 1.992 -0.1199 0.1221 -0.0256 0.07
H 2.178 -2.708 4.747 -0.0740 0.1907 0.0106 0.13
H -0.800 -2.468 -6.917 -0.0079 -0.0012 -0.0123 0.10
H -2.962 0.899 4.804 -0.0691 0.0339 0.0222 0.12